Record 1
Here is 2 unconnected molecules or ions with the total composition CH6ClN4 at a distorted geometry from the Open Molecules 2025 dataset. Energies are from ωB97M-V/def2-TZVPD.

XYZ file:
```
12
Properties=species:S:1:pos:R:3:forces:R:3:lowdin_charge:R:1
C -0.9627 -0.6013 0.7178 0.2 1.0 0.0 -0.703
N -1.4314 0.3186 1.5057 -0.5 0.2 1.2 0.017
N 1.4615 0.1656 -0.1948 2.6 -0.4 1.8 0.074
N 0.3901 0.5394 -0.7286 -0.4 1.4 -0.2 -0.118
N 0.1802 0.1331 -1.9103 -2.1 1.0 -0.1 0.150
Cl -2.1032 -1.5808 0.0006 -1.1 -1.1 -0.1 0.679
H -2.3572 0.2892 1.9777 0.6 0.2 -0.7 0.130
H 1.6302 0.5378 0.7983 -0.3 -1.2 -2.2 0.186
H 1.9020 -0.7281 -0.5281 -0.1 1.2 0.8 0.171
H -0.7999 1.0783 1.7937 -0.5 -0.7 0.1 0.115
H -0.6874 0.4777 -2.3651 1.0 -0.5 0.5 0.174
H 0.6536 -0.6644 -2.2379 0.7 -1.2 -0.9 0.125
```
Positions in Å, forces in eV/Å.

Results
- Charge: +1
- Relative energy (zero: lowest compared OMol25 entry of this formula, charge and spin): 1.9326 eV
- Electronic energy: -19606.5136 eV

Record 2
Here is 2 unconnected molecules or ions with the total composition CH6FN4 at a distorted geometry from the Open Molecules 2025 dataset. Energies are from ωB97M-V/def2-TZVPD.

XYZ file:
```
12
Properties=species:S:1:pos:R:3:forces:R:3:lowdin_charge:R:1
C -0.8996 -0.1134 -0.2804 -1.0 1.2 0.1 -0.285
N 3.0995 0.1317 -0.0787 -2.2 -0.7 0.7 0.222
N 1.9057 -0.0371 0.2567 2.8 1.1 -0.5 0.259
N -1.8567 0.6810 -0.0951 1.7 0.4 -0.6 -0.042
N -3.0961 0.3871 0.1760 -1.2 -0.6 0.5 0.032
F -0.9664 -1.4458 -0.1134 -0.1 -1.0 -0.1 0.009
H 0.0667 0.2425 -0.5949 -0.4 0.0 -0.1 0.060
H 3.8589 -0.5500 0.0469 -0.1 -0.1 0.0 0.190
H 3.3356 1.0290 -0.5089 -0.1 0.1 0.0 0.184
H -3.6867 1.1662 0.4254 0.1 -0.3 -0.3 0.108
H 1.7189 -0.9435 0.6975 0.2 -0.4 0.0 0.146
H -3.4799 -0.5475 0.0690 0.2 0.3 0.2 0.117
```
Positions in Å, forces in eV/Å.

Results
- Charge: +1
- Relative energy (zero: lowest compared OMol25 entry of this formula, charge and spin): 1.7623 eV
- Electronic energy: -9800.9293 eV

Record 3
Here is a gas-phase ion, CH6IOP2S2 (charge +1) at a distorted geometry from the Open Molecules 2025 dataset. Energies are from ωB97M-V/def2-TZVPD.

XYZ file:
```
13
Properties=species:S:1:pos:R:3:forces:R:3:lowdin_charge:R:1
C -1.1999 0.6818 -1.8027 -0.2 -0.4 0.1 -0.310
P 0.5269 0.4260 -1.3944 0.5 0.3 -0.7 0.678
O 0.7189 1.7496 -0.5339 -0.1 0.1 0.4 -0.343
S 0.0691 -1.2944 0.0387 -0.2 -0.8 0.2 -0.059
I 1.8887 -2.7637 -0.3880 -0.1 0.1 0.1 0.583
P 0.2580 -0.7912 2.1721 -0.1 0.9 0.5 0.058
S 0.0361 1.0567 2.5622 0.0 -0.2 0.0 0.252
H -1.8281 0.7696 -0.9194 -0.1 0.2 0.0 0.055
H -1.5276 -0.1751 -2.3908 -0.1 0.1 -0.1 0.053
H -1.2575 1.5911 -2.3960 0.0 0.1 -0.1 0.065
H 1.5525 1.8122 -0.0564 0.3 0.2 0.0 0.063
H 1.4775 -1.4119 2.4340 0.2 -0.2 -0.1 -0.061
H -0.7146 -1.6506 2.6745 -0.1 -0.3 -0.1 -0.033
```
Positions in Å, forces in eV/Å.

Results
- Charge: +1
- Electronic energy: -51523.8297 eV

Record 4
Here is 2 unconnected molecules or ions with the total composition CH6N2 from the Open Molecules 2025 dataset. Energies are from ωB97M-V/def2-TZVPD.

XYZ file:
```
9
Properties=species:S:1:pos:R:3:forces:R:3:lowdin_charge:R:1
N 5.2570 -1.5259 1.8799 -0.1 0.1 -0.2 0.001
H 5.1484 -0.5207 1.8891 0.1 0.1 0.0 -0.002
H 4.3699 -1.8901 1.5524 0.0 -0.1 0.1 0.001
H 5.3825 -1.8171 2.8402 -0.1 -0.1 0.0 0.000
C -3.4900 1.4566 -1.3244 0.4 0.4 0.7 -0.153
N -3.0288 0.3001 -1.0928 -0.6 0.3 0.7 0.008
H -4.5509 1.6490 -1.4601 0.0 -0.4 -0.7 0.053
H -2.8612 2.3542 -1.2521 -0.2 0.0 0.1 0.059
H -2.1114 0.4153 -0.6645 0.4 -0.3 -0.7 0.032
```
Positions in Å, forces in eV/Å.

Results
- Charge: 0
- Relative energy (zero: lowest compared OMol25 entry of this formula, charge and spin): 0.8589 eV
- Electronic energy: -4113.4749 eV
- SMILES: C=N.N